{
  "formula": "C12H16Cl6O3Pb",
  "method": "the ωB97M-V functional and the def2-TZVPD basis",
  "orbital_gap_ev": [4.7, 5.3],
  "e_homo_ev": [-1.210, -1.150],
  "e_above_lowest_kcal_mol": 0.0,
  "charge": -2,
  "lumo_energy_ev": [3.54, 4.19],
  "species": ["C", "C", "C", "C", "C", "C", "C", "C", "C", "C", "Pb", "Cl", "Cl", "Cl", "H", "H", "H", "H", "H", "H", "H", "H", "H", "H", "H", "H", "H", "H", "H", "O", "H", "Cl", "C", "Cl", "Cl", "C", "O", "O"],
  "coordinates": [[-0.549242, 0.768693, -2.441500], [-1.389562, -0.377530, -2.268016], [-0.551391, -1.518068, -2.062428], [-2.863444, -0.378236, -2.274739], [0.816554, -1.072509, -2.075169], [0.819382, 0.342648, -2.303312], [2.012439, 1.201680, -2.394380], [-1.038593, 2.135753, -2.693537], [-1.043158, -2.891736, -1.855746], [2.000766, -1.925569, -1.897176], [-0.274174, 0.170929, 0.588841], [-2.770824, 0.157960, 0.986611], [0.111072, 2.836077, 0.245041], [0.293177, -2.589166, 1.123577], [-3.245542, 0.583290, -1.903859], [-3.245846, -1.158142, -1.600914], [-3.260962, -0.554909, -3.290226], [-1.881311, -2.864221, -1.134439], [-0.265156, -3.508125, -1.391084], [-1.405944, -3.370210, -2.791602], [1.772744, -2.683168, -1.124068], [2.842786, -1.315169, -1.534126], [2.327030, -2.442023, -2.828788], [2.818053, 0.771435, -1.777454], [1.782218, 2.199827, -1.983810], [2.396343, 1.316926, -3.432679], [-1.886960, 2.339620, -2.013345], [-1.385535, 2.289172, -3.739180], [-0.261736, 2.866714, -2.440508], [2.790487, 4.214335, 0.255063], [3.737374, 4.218837, 0.553291], [3.491743, 1.591523, 4.740354], [1.857842, 0.984994, 4.320284], [1.516629, -0.595889, 5.102196], [0.595572, 2.184232, 4.769200], [1.642661, 0.707819, 2.748861], [2.521751, 0.848782, 1.893067], [0.386757, 0.335826, 2.671399]],
  "forces_ev_per_a": [[-0.974, -1.587, -0.101], [1.600, -0.273, -0.019], [-1.391, 1.649, -0.621], [-0.668, -0.016, -0.090], [0.376, 3.103, -1.051], [0.254, -3.152, -0.001], [0.598, 0.591, 0.114], [-0.247, 0.652, 0.080], [-0.257, -0.613, 0.309], [0.604, -0.607, 0.350], [0.530, -0.513, -1.046], [-1.251, 0.068, 0.478], [-0.006, 0.699, 0.160], [0.103, -0.488, 0.162], [-0.031, -0.325, -0.117], [-0.019, 0.270, -0.223], [-0.073, 0.037, 0.198], [0.288, -0.109, -0.321], [-0.246, 0.037, -0.189], [0.175, 0.284, 0.331], [0.286, 0.246, -0.300], [-0.168, -0.318, -0.110], [-0.208, 0.260, 0.387], [-0.151, 0.271, -0.239], [0.234, -0.306, -0.131], [-0.189, -0.054, 0.432], [0.301, 0.011, -0.351], [0.174, -0.174, 0.420], [-0.270, -0.092, -0.195], [0.882, 0.439, 0.002], [-0.845, -0.355, -0.062], [-0.529, -0.234, -0.037], [-0.213, -0.126, -0.809], [0.416, 0.570, 0.265], [0.686, -0.194, 0.323], [-1.333, -0.329, -0.491], [-1.334, -0.257, 1.787], [2.896, 0.933, 0.705]],
  "mulliken_charge": [0.539, 0.414, 0.617, -1.384, 0.406, 0.368, -1.413, -1.399, -1.448, -1.415, 0.921, -0.654, -0.639, -0.698, 0.327, 0.340, 0.279, 0.334, 0.337, 0.291, 0.315, 0.329, 0.213, 0.325, 0.286, 0.204, 0.358, 0.282, 0.324, -0.312, 0.282, -0.197, 0.638, -0.157, -0.158, 0.347, -0.616, -0.585]
}



{
  "formula": "C4H8O",
  "method": "the ωB97M-V functional and the def2-TZVPD basis",
  "orbital_gap_ev": 10.7,
  "e_homo_ev": -9.565,
  "e_above_lowest_kcal_mol": 28.2,
  "charge": 0,
  "lumo_energy_ev": 1.17,
  "species": ["C", "C", "C", "C", "H", "H", "H", "H", "H", "H", "H", "H", "O"],
  "coordinates": [[1.755142, -0.012389, 0.272925], [0.442527, -0.009418, -0.515057], [-0.539409, 1.077642, -0.054965], [-1.401017, -0.129560, 0.294059], [1.552372, -0.000090, 1.346382], [2.352151, 0.864700, 0.081724], [2.314852, -0.889506, 0.048680], [0.671737, -0.022203, -1.575112], [-0.107375, 1.679644, 0.778182], [-0.936168, 1.743413, -0.870610], [-1.676900, -0.205251, 1.373299], [-2.368906, -0.211635, -0.274267], [-0.418152, -1.064591, -0.111257]],
  "forces_ev_per_a": [[-0.958, 0.180, 0.292], [1.644, 0.875, 0.475], [0.218, 0.849, -0.776], [-2.128, 0.390, 1.038], [-0.148, -0.131, -0.012], [0.212, 0.353, -0.392], [0.581, -0.720, -0.190], [-0.164, -0.143, -0.356], [-0.665, -0.404, -0.548], [0.385, -0.611, 0.931], [0.303, -0.165, -0.623], [0.926, -0.020, 0.276], [-0.206, -0.455, -0.115]],
  "mulliken_charge": [-1.418, 0.440, -0.572, -0.302, 0.321, 0.371, 0.346, 0.303, 0.226, 0.253, 0.224, 0.238, -0.429]
}



{
  "formula": "C4H4N",
  "method": "the ωB97M-V functional and the def2-TZVPD basis",
  "orbital_gap_ev": [6.8, 6.8],
  "e_homo_ev": [-15.224, -15.228],
  "e_above_lowest_kcal_mol": 133.2,
  "charge": 1,
  "lumo_energy_ev": [-8.45, -8.43],
  "species": ["C", "C", "C", "C", "N", "H", "H", "H", "H"],
  "coordinates": [[0.501770, 1.252033, 0.303566], [-1.252313, -2.475898, -0.378527], [0.404183, 2.289079, 1.004350], [-0.361350, -1.745713, -0.838764], [0.720903, -1.195518, -0.865053], [1.021004, 3.117921, 0.674436], [-2.274963, -2.843595, -0.561222], [-0.250370, 2.230152, 1.819551], [1.491136, -0.628462, -1.158337]],
  "forces_ev_per_a": [[0.303, -1.535, -1.124], [-4.364, -2.308, 0.317], [0.748, 0.637, -0.612], [5.471, 2.835, -0.502], [-2.158, -0.999, 0.192], [-0.061, 0.442, 0.278], [0.834, 0.107, 0.421], [-0.893, 0.442, 1.421], [0.121, 0.379, -0.391]],
  "mulliken_charge": [0.085, -0.338, -0.557, 0.593, -0.051, 0.264, 0.357, 0.282, 0.367]
}



{
  "formula": "C2H10N4",
  "method": "the ωB97M-V functional and the def2-TZVPD basis",
  "orbital_gap_ev": 8.0,
  "e_homo_ev": -7.415,
  "e_above_lowest_kcal_mol": 92.9,
  "charge": 0,
  "lumo_energy_ev": 0.58,
  "species": ["H", "N", "C", "C", "N", "H", "H", "H", "H", "H", "N", "N", "H", "H", "H", "H"],
  "coordinates": [[-0.691319, 1.545349, 0.381574], [0.102011, 1.565365, 1.027068], [0.523155, 0.361776, 1.306624], [-0.411397, -0.827866, 1.498163], [-1.532995, -0.770444, 0.557364], [1.347250, 0.346584, 2.029754], [-0.730552, -0.875371, 2.549715], [0.161951, -1.737279, 1.294197], [-1.976629, -1.676913, 0.471844], [-2.236899, -0.119375, 0.887272], [0.679209, 0.511411, -1.412740], [1.247473, 0.293520, -2.669241], [-0.216120, 0.016999, -1.387687], [1.053637, 0.074908, -0.321048], [2.091988, 0.844196, -2.783823], [0.589239, 0.447141, -3.429035]],
  "forces_ev_per_a": [[-0.295, -0.114, 0.347], [1.317, -1.531, -0.593], [-2.024, 2.214, 2.826], [0.221, -0.482, -1.348], [-0.001, -0.046, 0.198], [0.368, -0.147, -0.502], [0.262, 0.235, -0.085], [-0.155, -0.069, 0.074], [0.013, 0.086, 0.023], [0.002, -0.058, -0.044], [-0.930, 0.140, 3.767], [1.442, -1.464, -0.506], [0.021, 0.160, -0.238], [0.126, 0.758, -4.441], [-0.508, 0.185, -0.009], [0.141, 0.133, 0.530]],
  "mulliken_charge": [0.303, -0.545, -0.298, -0.423, -0.537, 0.365, 0.324, 0.328, 0.217, 0.188, -0.261, -0.620, 0.280, 0.245, 0.214, 0.219]
}



Repeat the second record exactly.
{
  "formula": "C4H8O",
  "method": "the ωB97M-V functional and the def2-TZVPD basis",
  "orbital_gap_ev": 10.7,
  "e_homo_ev": -9.565,
  "e_above_lowest_kcal_mol": 28.2,
  "charge": 0,
  "lumo_energy_ev": 1.17,
  "species": ["C", "C", "C", "C", "H", "H", "H", "H", "H", "H", "H", "H", "O"],
  "coordinates": [[1.755142, -0.012389, 0.272925], [0.442527, -0.009418, -0.515057], [-0.539409, 1.077642, -0.054965], [-1.401017, -0.129560, 0.294059], [1.552372, -0.000090, 1.346382], [2.352151, 0.864700, 0.081724], [2.314852, -0.889506, 0.048680], [0.671737, -0.022203, -1.575112], [-0.107375, 1.679644, 0.778182], [-0.936168, 1.743413, -0.870610], [-1.676900, -0.205251, 1.373299], [-2.368906, -0.211635, -0.274267], [-0.418152, -1.064591, -0.111257]],
  "forces_ev_per_a": [[-0.958, 0.180, 0.292], [1.644, 0.875, 0.475], [0.218, 0.849, -0.776], [-2.128, 0.390, 1.038], [-0.148, -0.131, -0.012], [0.212, 0.353, -0.392], [0.581, -0.720, -0.190], [-0.164, -0.143, -0.356], [-0.665, -0.404, -0.548], [0.385, -0.611, 0.931], [0.303, -0.165, -0.623], [0.926, -0.020, 0.276], [-0.206, -0.455, -0.115]],
  "mulliken_charge": [-1.418, 0.440, -0.572, -0.302, 0.321, 0.371, 0.346, 0.303, 0.226, 0.253, 0.224, 0.238, -0.429]
}



Question: Which formula does entry 4 have?
Answer: C2H10N4